Model a:
ORCA calculation (wB97M-V/def2-TZVPD) on the ion C3H9NS with charge +1.

Bonds (Å) are listed after each position.
Cartesian coordinates (Å):
1 C -1.19 1.27 -0.60  S2 1.757, H3 1.097, H4 1.063, H5 1.093
2 S -1.38 -0.19 0.38  C1 1.757, C7 1.903
3 H -0.44 1.11 -1.38  C1 1.097
4 H -2.07 1.53 -1.13  C1 1.063
5 H -0.79 2.06 0.03  C1 1.093
6 C 1.90 -0.32 -1.08  N8 1.452, H9 1.094, H10 1.083, H11 1.097
7 C 0.39 -0.72 0.84  S2 1.903, N8 1.389, H12 1.089, H13 1.094
8 N 1.47 -0.05 0.28  C6 1.452, C7 1.389, H14 1.009
9 H 2.67 -1.08 -1.17  C6 1.094
10 H 2.34 0.55 -1.57  C6 1.083
11 H 1.07 -0.71 -1.69  C6 1.097
12 H 0.30 -1.77 0.56  C7 1.089
13 H 0.44 -0.53 1.92  C7 1.094
14 H 1.50 0.92 0.55  N8 1.009

Values from the calculation:
- HOMO energy (spin up / spin down) (hartree) = -0.5143 / -0.5111
- ⟨S²⟩ = 0.7535
- lowest unoccupied orbital energy (spin up / spin down) (eV) = -3.4 / -8.1
- charge = +1
- spin multiplicity = 2
- frontier orbital gap (spin up / spin down) (eV) = 10.64 / 5.80

Model b:
ORCA calculation (wB97M-V/def2-TZVPD) on a cluster of 2 separate species, C3H9NS in total.

Bonds (Å) are listed after each position.
Cartesian coordinates (Å):
1 C -2.75 2.43 -1.67  S2 1.761, H3 1.187, H4 1.135, H5 1.120
2 S -1.84 1.75 -0.33  C1 1.761
3 H -2.84 1.64 -2.55  C1 1.187
4 H -3.75 2.88 -1.38  C1 1.135
5 H -2.31 3.45 -1.83  C1 1.120
6 C 2.57 -1.23 0.97  N8 1.380, H9 1.129, H10 1.136, H11 1.169
7 C 0.19 -1.65 0.96  N8 1.321, H12 1.114, H13 1.153
8 N 1.30 -1.14 0.44  C6 1.380, C7 1.321, H14 1.054
9 H 2.43 -1.66 2.01  C6 1.129
10 H 3.07 -0.22 0.83  C6 1.136
11 H 3.28 -2.06 0.55  C6 1.169
12 H 0.25 -2.12 1.97  C7 1.114
13 H -0.84 -1.32 0.56  C7 1.153
14 H 1.24 -0.76 -0.54  N8 1.054

Values from the calculation:
- HOMO energy (spin up / spin down) (hartree) = -0.4541 / -0.4397
- ⟨S²⟩ = 0.7529
- lowest unoccupied orbital energy (spin up / spin down) (eV) = -5.6 / -5.6
- charge = +1
- spin multiplicity = 2
- frontier orbital gap (spin up / spin down) (eV) = 6.71 / 6.32

Of them, model b has the lowest stability.

Model a:
ORCA calculation (wB97M-V/def2-TZVPD) on a cluster of 2 separate species, C4H15N3O in total.

Bonds (Å) are listed after each position.
Cartesian coordinates (Å):
1 C -1.91 -0.61 0.99  N2 1.490, H5 1.122, H6 1.140, H7 1.094
2 N -1.68 0.53 0.06  C1 1.490, C3 1.480, H8 1.012
3 C -1.13 1.77 0.66  N2 1.480, O4 1.419, H9 1.118, H10 1.090
4 O -0.56 2.59 -0.35  C3 1.419, H11 0.932
5 H -0.88 -1.04 1.11  C1 1.122
6 H -2.56 -1.37 0.45  C1 1.140
7 H -2.36 -0.32 1.94  C1 1.094
8 H -2.50 0.75 -0.48  N2 1.012
9 H -1.89 2.42 1.16  C3 1.118
10 H -0.37 1.49 1.39  C3 1.090
11 H 0.03 2.04 -0.81  O4 0.932
12 N 0.89 0.58 -1.80  C13 1.490, H16 1.016, H17 1.023
13 C 0.96 -0.73 -1.10  N12 1.490, C14 1.479, H18 1.152, H19 1.108
14 C 1.69 -0.60 0.18  C13 1.479, N15 1.470, H20 1.071, H21 1.100
15 N 1.39 -1.81 0.97  C14 1.470, H22 1.032, H23 1.016
16 H 0.12 0.55 -2.46  N12 1.016
17 H 1.76 0.81 -2.28  N12 1.023
18 H 1.34 -1.58 -1.77  C13 1.152
19 H -0.11 -0.98 -0.92  C13 1.108
20 H 2.74 -0.43 0.03  C14 1.071
21 H 1.31 0.29 0.69  C14 1.100
22 H 1.83 -2.60 0.47  N15 1.032
23 H 1.87 -1.75 1.86  N15 1.016

Values from the calculation:
- HOMO energy (hartree) = -0.3190
- lowest unoccupied orbital energy (eV) = 1.0
- spin multiplicity = 1
- frontier orbital gap (eV) = 9.72

Model b:
ORCA calculation (wB97M-V/def2-TZVPD) on a cluster of 2 separate species, C4H15N3O in total.

Bonds (Å) are listed after each position.
Cartesian coordinates (Å):
1 N -2.19 0.92 -0.95  C2 1.522, H8 1.019, H9 1.005
2 C -1.46 0.00 -1.90  N1 1.522, C3 1.524, H10 1.112, H11 1.094
3 C -0.21 -0.31 -1.08  C2 1.524, N4 1.460, H12 1.156, H13 1.112
4 N -0.59 -1.21 0.01  C3 1.460, C5 1.472, H14 1.001
5 C 0.49 -1.74 0.85  N4 1.472, C6 1.548, H15 1.102, H16 1.104
6 C 0.97 -0.84 2.02  C5 1.548, N7 1.433, H17 1.091, H18 1.090
7 N 2.17 -0.12 1.74  C6 1.433, H19 1.010, H20 1.024
8 H -2.92 1.38 -1.48  N1 1.019
9 H -2.68 0.42 -0.23  N1 1.005
10 H -1.12 0.65 -2.74  C2 1.112
11 H -2.14 -0.76 -2.29  C2 1.094
12 H 0.69 -0.81 -1.59  C3 1.156
13 H 0.31 0.65 -0.88  C3 1.112
14 H -1.46 -0.89 0.40  N4 1.001
15 H 0.07 -2.70 1.21  C5 1.102
16 H 1.43 -1.82 0.28  C5 1.104
17 H 0.19 -0.09 2.18  C6 1.091
18 H 0.98 -1.50 2.90  C6 1.090
19 H 2.09 0.88 1.64  N7 1.010
20 H 2.74 -0.48 0.97  N7 1.024
21 O 1.15 3.03 -0.36  H22 0.959, H23 0.968
22 H 0.93 2.49 0.40  O21 0.959
23 H 0.55 2.84 -1.11  O21 0.968

Values from the calculation:
- HOMO energy (hartree) = -0.3053
- lowest unoccupied orbital energy (eV) = 0.9
- spin multiplicity = 1
- frontier orbital gap (eV) = 9.21

Model c:
ORCA calculation (wB97M-V/def2-TZVPD) on a cluster of 2 separate species, C4H15N3O in total.

Bonds (Å) are listed after each position.
Cartesian coordinates (Å):
1 C -1.57 -0.15 0.33  C2 1.485, C3 1.525, N4 1.569, O5 1.438
2 C -1.09 -0.73 -0.95  C1 1.485, H10 1.090, H11 1.094
3 C -1.72 1.37 0.29  C1 1.525, H9 1.097, H13 1.089, H14 1.090
4 N -0.44 -0.45 1.38  C1 1.569, H7 1.018, H8 1.018, H18 1.191
5 O -2.74 -0.78 0.87  C1 1.438, H6 0.967
6 H -3.15 -0.20 1.52  O5 0.967
7 H -0.48 -1.45 1.57  N4 1.018
8 H -0.59 0.05 2.26  N4 1.018
9 H -2.03 1.76 1.27  C3 1.097
10 H -1.68 -0.33 -1.78  C2 1.090
11 H -1.21 -1.82 -0.94  C2 1.094
12 H 0.43 -0.36 -0.85  N16 1.232
13 H -2.50 1.62 -0.43  C3 1.089
14 H -0.79 1.84 0.00  C3 1.090
15 C 2.58 -0.94 -0.68  N16 1.454, H21 1.098, H22 1.093, H23 1.100
16 N 1.49 -0.05 -0.31  H12 1.232, C15 1.454, N17 1.430
17 N 1.76 1.34 -0.54  N16 1.430, H19 1.021, H20 1.018
18 H 0.60 -0.24 0.83  N4 1.191
19 H 2.00 1.49 -1.52  N17 1.021
20 H 2.56 1.62 0.01  N17 1.018
21 H 3.46 -0.79 -0.05  C15 1.098
22 H 2.24 -1.98 -0.55  C15 1.093
23 H 2.88 -0.81 -1.73  C15 1.100

Values from the calculation:
- HOMO energy (hartree) = -0.2462
- lowest unoccupied orbital energy (eV) = 0.7
- spin multiplicity = 1
- frontier orbital gap (eV) = 7.41

Model d:
ORCA calculation (wB97M-V/def2-TZVPD) on a cluster of 2 separate species, C4H15N3O in total.

Bonds (Å) are listed after each position.
Cartesian coordinates (Å):
1 N -1.02 1.58 -1.22  C2 1.476, H8 1.011, H9 1.024
2 C -1.13 0.23 -1.80  N1 1.476, C3 1.508, H10 1.096, H11 1.098
3 C -0.20 -0.79 -1.20  C2 1.508, N4 1.476, H12 1.087, H13 1.078
4 N -0.83 -1.46 -0.05  C3 1.476, C5 1.451, H14 1.011
5 C -0.01 -1.85 1.08  N4 1.451, C6 1.546, H15 1.091, H16 1.090
6 C 0.19 -0.75 2.15  C5 1.546, N7 1.457, H17 1.094, H18 1.096
7 N 0.98 0.42 1.77  C6 1.457, H19 1.013, H20 1.011
8 H -1.75 2.19 -1.57  N1 1.011
9 H -1.17 1.57 -0.20  N1 1.024
10 H -0.90 0.37 -2.86  C2 1.096
11 H -2.15 -0.18 -1.85  C2 1.098
12 H -0.10 -1.55 -1.97  C3 1.087
13 H 0.80 -0.46 -0.96  C3 1.078
14 H -1.67 -0.99 0.23  N4 1.011
15 H -0.59 -2.64 1.57  C5 1.091
16 H 0.96 -2.23 0.78  C5 1.090
17 H -0.80 -0.46 2.50  C6 1.094
18 H 0.73 -1.24 2.98  C6 1.096
19 H 0.90 0.71 0.80  N7 1.013
20 H 1.96 0.24 1.95  N7 1.011
21 O 1.80 1.98 -0.63  H22 0.977, H23 0.972
22 H 1.23 2.68 -0.27  O21 0.977
23 H 1.17 1.62 -1.27  O21 0.972

Values from the calculation:
- HOMO energy (hartree) = -0.3020
- lowest unoccupied orbital energy (eV) = 0.9
- spin multiplicity = 1
- frontier orbital gap (eV) = 9.08

Of them, model c has the lowest stability.

Model a:
ORCA calculation (wB97M-V/def2-TZVPD) on a cluster of 8 separate species, H14NO10 in total.

Bonds (Å) are listed after each position.
Cartesian coordinates (Å):
1 N 1.45 0.00 -0.54  O2 1.268, O3 1.253, O4 1.291
2 O 1.50 -0.67 0.54  N1 1.268
3 O 0.95 -0.54 -1.56  N1 1.253
4 O 1.29 1.27 -0.42  N1 1.291
5 O 1.27 1.49 2.45  H6 0.983, H7 0.959
6 H 1.40 0.91 3.23  O5 0.983
7 H 1.34 0.86 1.72  O5 0.959
8 O -0.74 -0.45 -3.71  H9 0.943, H10 0.974
9 H 0.07 -0.48 -3.22  O8 0.943
10 H -1.28 -1.16 -3.33  O8 0.974
11 O -1.29 1.40 1.50  H12 0.956, H13 0.972
12 H -1.89 1.76 2.16  O11 0.956
13 H -0.37 1.52 1.79  O11 0.972
14 O -1.68 -0.19 -0.44  H15 1.012, H16 0.964
15 H -1.62 0.41 0.37  O14 1.012
16 H -0.81 -0.05 -0.84  O14 0.964
17 O -0.02 -2.47 1.92  H18 0.961, H19 1.005
18 H -0.79 -1.91 2.05  O17 0.961
19 H 0.56 -1.71 1.58  O17 1.005
20 O -0.21 3.44 -1.15  H21 0.943, H22 0.985
21 H -0.78 3.04 -1.79  O20 0.943
22 H 0.29 2.67 -0.79  O20 0.985
23 O 0.44 -3.36 -0.80  H24 0.942, H25 0.975
24 H 0.18 -3.34 0.10  O23 0.942
25 H 0.74 -2.43 -0.82  O23 0.975

Values from the calculation:
- HOMO energy (hartree) = -0.2572
- lowest unoccupied orbital energy (eV) = 2.8
- charge = -1
- spin multiplicity = 1
- frontier orbital gap (eV) = 9.81

Model b:
ORCA calculation (wB97M-V/def2-TZVPD) on a cluster of 8 separate species, H14NO10 in total.

Bonds (Å) are listed after each position.
Cartesian coordinates (Å):
1 N 0.11 -0.05 -0.09  O2 1.270, O3 1.246, O4 1.246
2 O -0.25 -1.11 -0.70  N1 1.270
3 O 1.09 -0.18 0.67  N1 1.246
4 O -0.33 1.08 -0.39  N1 1.246
5 O 2.56 1.77 -1.03  H6 0.847, H7 0.978
6 H 2.33 2.39 -0.50  O5 0.847
7 H 2.18 0.94 -0.67  O5 0.978
8 O -2.33 3.30 0.64  H9 0.961, H10 0.999
9 H -1.66 2.67 0.35  O8 0.961
10 H -2.00 3.74 1.47  O8 0.999
11 O 1.45 1.97 2.25  H12 0.951, H13 0.885
12 H 1.62 2.68 1.64  O11 0.951
13 H 1.36 1.34 1.64  O11 0.885
14 O -2.77 -2.33 -1.04  H15 1.039, H16 0.965
15 H -2.87 -3.04 -0.29  O14 1.039
16 H -1.87 -1.99 -0.97  O14 0.965
17 O -2.63 1.45 -2.00  H18 0.933, H19 0.955
18 H -1.81 1.29 -1.59  O17 0.933
19 H -2.98 0.89 -1.32  O17 0.955
20 O 2.48 -2.08 2.47  H21 0.996, H22 1.035
21 H 1.85 -1.39 2.11  O20 0.996
22 H 2.17 -3.00 2.12  O20 1.035
23 O 0.80 -3.67 -1.38  H24 0.904, H25 0.899
24 H 0.45 -2.88 -1.15  O23 0.904
25 H 1.05 -3.79 -2.24  O23 0.899

Values from the calculation:
- HOMO energy (hartree) = -0.2680
- lowest unoccupied orbital energy (eV) = 3.2
- charge = -1
- spin multiplicity = 1
- frontier orbital gap (eV) = 10.53

Of them, model b has the lowest stability.